The following is a quantum chemistry calculation of 2 unconnected molecules or ions with the total composition C15H18O at a distorted geometry, from OMol25.

Each line ends with the natural charge from an NBO analysis.
Positions of all 34 atoms, in Å:
C (-2.4452, -1.1646, 3.1107)  -0.610
C (-3.4988, -0.7873, 2.0165)  -0.409
C (-2.9752, -0.9724, 0.5408)  -0.032
C (-1.6355, -1.3155, 0.3711)  -0.213
C (-1.1761, -1.7495, -0.9288)  -0.295
C (-2.0571, -1.4890, -1.9947)  0.291
O (-1.8388, -1.7970, -3.3202)  -0.684
C (-3.3387, -0.8366, -1.7649)  -0.239
C (-3.8563, -0.7689, -0.4955)  -0.197
H (-1.9151, -0.2215, 3.4185)  0.200
H (-1.7200, -1.7638, 2.6408)  0.207
H (-2.9035, -1.5795, 3.9793)  0.216
H (-4.3266, -1.5454, 2.1041)  0.202
H (-3.9398, 0.1513, 2.2035)  0.208
H (-1.0072, -1.0970, 1.3101)  0.224
H (-0.2528, -2.2863, -1.1106)  0.216
H (-0.8705, -1.7412, -3.5498)  0.482
H (-3.8654, -0.5098, -2.6081)  0.218
H (-4.8810, -0.4774, -0.2004)  0.218
C (4.0048, 3.5536, -1.0173)  -0.643
C (3.5275, 2.0819, -0.5256)  0.028
C (3.6669, 1.6086, 0.7571)  -0.238
C (3.1184, 0.3622, 1.2170)  -0.201
C (2.4531, -0.3593, 0.2281)  -0.222
C (2.3875, 0.0467, -1.1359)  -0.217
C (2.9508, 1.2259, -1.5809)  -0.226
H (4.7974, 3.1362, -1.6270)  0.222
H (4.4154, 4.0658, -0.1096)  0.221
H (3.4331, 4.0369, -1.7510)  0.224
H (4.2162, 2.1830, 1.3463)  0.194
H (3.0830, 0.0870, 2.2601)  0.221
H (1.8360, -1.2743, 0.5558)  0.209
H (1.8538, -0.6226, -1.7605)  0.206
H (2.7595, 1.8197, -2.5791)  0.220

Cartesian forces (eV/Å) of the 2 atoms listed first:
-0.7 3.0 -0.7
0.5 -2.9 -0.5

## Properties
Calculated total energy ... -657.5104 a.u.
Frontier orbital gap ... 9.05 eV